Record 1
# C14H53NO12

A cluster of 12 separate species, C14H53NO12 in total (ωB97M-V with the def2-TZVPD basis set, the Open Molecules 2025 dataset).

Values from the calculation:
orbital gap: 9.814 eV
SMILES: COC[C@H](C)N.CCO.CCO.CCO.CCO.CCO.O.O.O.O.O.O
E_tot: -1522.764070 a.u.
lowest unoccupied orbital energy: 0.466 eV

```
80
Properties=species:S:1:pos:R:3:forces:R:3
C -8.420 12.889 1.338 -2.1 -1.8 0.3
O -8.850 12.676 2.677 -0.5 0.7 0.3
C -7.876 12.229 3.561 0.2 -2.9 1.0
C -8.475 11.923 4.955 -1.7 -0.2 -1.2
C -7.386 11.673 5.922 1.1 -0.1 1.2
N -9.459 10.750 4.946 0.7 2.1 -1.1
H -9.246 13.410 0.835 0.2 -0.3 0.1
H -8.325 11.848 0.932 0.6 1.2 -0.3
H -7.608 13.542 1.351 1.8 0.7 -0.3
H -7.437 11.237 3.245 -0.4 0.7 -0.2
H -7.037 12.874 3.727 0.3 1.1 -0.4
H -8.983 12.846 5.233 -0.2 0.1 0.2
H -6.488 12.253 5.614 -0.4 -0.3 0.5
H -7.123 10.603 5.883 0.1 0.4 0.2
H -7.681 11.960 6.974 0.4 -0.4 -1.1
H -10.406 11.138 4.894 0.4 -0.4 0.1
H -9.356 10.268 5.809 -0.1 -0.4 0.8
C -12.404 17.597 5.489 0.1 -0.2 1.9
C -12.401 16.329 4.614 2.0 0.8 3.3
O -11.188 16.437 3.903 0.7 -1.8 -1.4
H -13.331 17.738 6.086 0.4 -0.4 -0.4
H -12.335 18.493 4.879 0.3 0.0 -0.2
H -11.545 17.596 6.280 -1.3 -0.1 -1.6
H -13.211 16.321 3.975 -1.9 -0.1 -1.5
H -12.356 15.404 5.246 -0.3 0.8 -0.6
H -11.021 15.497 3.572 0.2 1.5 0.5
C -7.581 15.651 6.939 -0.8 0.9 1.4
C -8.976 16.052 6.451 0.7 -0.4 1.2
O -8.780 16.610 5.204 -1.1 1.0 -2.0
H -6.950 16.554 7.062 -0.4 -0.4 0.4
H -7.072 15.078 6.217 0.4 -1.0 -1.1
H -7.668 15.035 7.854 0.3 0.6 -0.2
H -9.451 16.801 7.109 0.1 -0.4 0.1
H -9.598 15.160 6.393 -0.3 -0.1 0.0
H -9.667 16.733 4.742 0.9 -0.2 0.5
C -12.910 13.184 8.631 -0.8 2.0 0.5
C -12.155 13.776 7.457 0.7 1.3 -0.8
O -10.960 12.950 7.222 -1.5 0.7 -0.2
H -12.281 13.071 9.517 0.1 -0.2 -0.3
H -13.315 12.273 8.294 -0.4 -1.4 0.0
H -13.788 13.820 8.986 1.1 -0.6 -0.7
H -11.760 14.821 7.681 -0.7 -1.0 -0.2
H -12.817 13.887 6.488 1.2 -0.6 1.9
H -10.729 13.159 6.310 0.2 -0.2 -0.2
C -7.022 21.570 7.725 1.5 0.2 0.3
C -5.737 21.179 7.000 -0.5 0.5 -1.7
O -5.492 19.783 7.165 0.3 0.7 0.3
H -7.806 21.005 7.264 -0.7 -0.5 0.3
H -7.270 22.618 7.599 0.1 0.3 0.0
H -6.823 21.380 8.791 -0.7 -0.1 -0.3
H -4.861 21.747 7.318 0.0 -0.2 0.3
H -5.868 21.407 5.892 0.2 -0.3 1.1
H -6.085 19.345 6.533 -0.4 -0.1 -0.3
C -8.135 19.792 1.830 0.5 -0.5 0.0
C -8.905 18.713 2.560 -0.5 -1.0 0.0
O -10.315 18.876 2.242 0.4 -1.3 0.1
H -7.637 19.436 0.910 -0.7 0.3 0.0
H -7.294 20.088 2.459 -0.2 0.4 0.1
H -8.850 20.618 1.677 0.7 -0.2 -0.2
H -8.812 18.835 3.620 0.1 0.5 0.6
H -8.564 17.635 2.437 -0.2 1.2 -0.6
H -10.709 18.092 2.677 -0.2 0.6 -0.3
O -4.025 17.727 6.711 0.7 -1.2 0.0
H -4.259 17.122 7.431 0.0 0.8 -0.1
H -4.273 18.653 6.873 -0.4 0.1 0.8
O -10.957 13.660 3.978 -0.7 0.2 -1.4
H -10.138 13.479 3.464 0.5 -0.3 0.3
H -11.585 13.585 3.224 0.0 -0.1 0.9
O -10.405 15.933 0.747 0.0 0.6 -0.2
H -10.098 15.677 -0.120 0.2 -0.7 -0.4
H -10.396 16.894 0.614 -0.2 0.1 0.7
O -4.870 17.405 4.339 0.8 -0.8 -2.1
H -4.667 17.422 5.279 0.4 0.0 1.1
H -4.009 17.142 3.927 -1.2 0.5 0.4
O -7.103 15.563 3.265 0.0 0.2 1.2
H -6.245 15.822 3.658 -0.3 0.0 -0.5
H -7.717 15.828 4.005 0.4 -0.3 -0.9
O -7.047 18.897 5.116 -0.1 0.2 0.5
H -7.676 18.190 5.306 -0.4 -0.2 0.0
H -6.378 18.434 4.606 0.5 -0.1 -0.5
```
Forces are in eV/Å.


Record 2
# C14H54B3O15Pd2PtS2Sr

A structure of composition C14H54B3O15Pd2PtS2Sr (ωB97M-V with the def2-TZVPD basis set, the Open Molecules 2025 dataset).

Values from the calculation:
total charge: +1
orbital gap (alpha / beta): 6.997 / 6.294 eV
E_tot: -2970.384022 a.u.
spin multiplicity: 7
lowest unoccupied orbital energy (alpha / beta): -3.667 / -4.990 eV

```
92
Properties=species:S:1:pos:R:3:forces:R:3
Pt 0.202 1.563 3.144 0.8 1.1 1.6
Sr -2.467 -1.092 1.711 0.2 0.7 0.1
Pd -0.030 3.037 -1.601 0.0 0.3 0.3
Pd 2.905 -0.446 1.365 0.9 -0.3 -0.8
B -1.822 3.668 -0.265 -0.3 0.3 -0.8
H -2.146 2.794 -0.809 -1.3 -3.2 -2.3
H -1.724 4.530 -0.906 -0.3 3.4 -2.6
H -2.548 3.784 0.525 -2.4 0.7 2.9
H -0.847 3.588 0.190 3.8 -0.7 2.1
B -1.430 -0.010 3.850 -0.5 -0.2 -0.5
H -0.731 -0.461 3.162 2.2 -2.5 -2.1
H -2.058 -0.762 4.304 -2.2 -2.8 2.0
H -0.926 0.566 4.611 2.1 2.2 3.1
H -2.021 0.658 3.244 -2.9 2.3 -2.1
B 1.899 -0.215 3.373 -0.4 0.2 0.1
H 2.678 -0.962 3.360 3.2 -2.6 1.0
H 1.189 -0.584 2.649 -3.0 -1.9 -2.1
H 1.445 -0.083 4.343 -1.3 0.1 3.6
H 2.225 0.732 2.972 1.8 3.7 -0.8
S 2.345 2.826 0.972 2.8 3.6 0.9
O 2.887 1.510 0.766 1.6 -2.3 -1.1
O 1.580 2.790 2.218 -1.2 1.0 1.6
O 3.390 3.835 1.089 -1.1 -1.1 -0.3
O 1.482 3.111 -0.162 -1.2 1.0 -1.8
S -0.013 0.133 0.032 -0.4 -0.3 0.2
O 0.000 1.064 -1.089 0.1 -1.3 -0.8
O 1.206 -0.641 0.133 1.2 -1.0 -1.0
O -0.292 0.794 1.287 -1.2 0.5 -0.7
O -1.071 -0.864 -0.174 -1.1 -0.7 -0.7
C 1.557 -1.530 -3.616 -0.3 -0.1 -0.1
C 0.112 -1.373 -3.990 -0.9 0.7 -0.6
O -0.359 -0.035 -3.765 0.4 -0.4 -0.1
H 1.658 -1.405 -2.538 0.2 -0.4 0.2
H 2.218 -0.790 -4.067 -0.2 0.0 -0.3
H 1.802 -2.520 -4.001 0.6 -0.1 0.5
H -0.571 -1.989 -3.405 0.3 -0.5 0.0
H -0.057 -1.605 -5.042 0.0 0.1 0.0
H -0.148 0.084 -2.836 -0.1 0.5 0.5
C -0.008 -5.571 -1.109 1.8 0.2 -1.0
C 0.398 -4.099 -1.320 -1.0 -1.1 -2.2
O 0.476 -3.436 -0.152 -0.3 1.4 3.4
H 0.119 -6.048 -2.081 -0.3 -0.1 -0.1
H -1.021 -5.788 -0.769 0.1 0.5 0.2
H 0.746 -6.072 -0.503 -0.2 0.0 0.4
H -0.354 -3.647 -1.967 -0.5 0.1 -0.1
H 1.320 -3.806 -1.823 0.5 -1.5 -0.7
H 0.578 -2.504 -0.359 -0.3 0.6 0.1
C -2.757 2.392 -5.336 -0.6 1.4 0.1
C -2.482 2.715 -3.857 -1.8 -1.3 -0.1
O -1.205 2.360 -3.439 1.4 1.3 0.6
H -2.511 1.413 -5.747 0.6 -0.1 0.6
H -2.354 3.175 -5.978 0.1 -0.2 -0.2
H -3.843 2.416 -5.428 -0.1 0.3 -0.2
H -3.181 2.071 -3.322 -0.2 -0.2 0.4
H -2.736 3.697 -3.459 0.3 0.3 -0.8
H -1.066 1.458 -3.736 0.5 -0.7 -0.2
C 5.203 -2.015 -2.374 -0.7 -0.3 1.0
C 4.276 -2.222 -1.194 -0.6 0.3 0.1
O 3.973 -0.943 -0.604 0.7 0.2 0.2
H 5.364 -2.998 -2.817 0.3 0.3 -0.4
H 6.122 -1.555 -2.011 0.1 -0.1 -0.4
H 4.636 -1.349 -3.024 0.5 0.0 -0.6
H 4.676 -2.876 -0.419 -0.2 0.0 -0.1
H 3.287 -2.513 -1.550 0.2 -1.0 0.0
H 4.204 -0.315 -1.292 -0.2 0.7 0.3
C 3.972 -3.920 2.795 -2.2 -2.0 -0.4
C 2.665 -3.894 1.944 0.6 0.4 2.0
O 2.642 -2.626 1.378 -0.1 0.9 -1.8
H 4.116 -4.991 2.932 1.0 0.0 0.0
H 3.701 -3.584 3.796 0.5 0.6 -0.2
H 4.784 -3.401 2.286 -0.1 -0.2 0.3
H 1.753 -3.879 2.542 0.2 -0.8 0.8
H 2.436 -4.600 1.146 1.0 -0.5 0.1
H 1.912 -2.778 0.774 -0.4 0.8 -0.7
C -2.618 3.593 4.684 1.9 1.1 0.1
C -2.272 4.056 3.291 -2.5 -0.7 1.0
O -1.347 3.180 2.730 0.7 0.2 -0.4
H -2.632 2.503 4.682 -0.7 0.1 0.1
H -3.487 4.152 5.032 0.0 -0.5 0.3
H -1.730 3.879 5.248 -0.2 -0.1 0.8
H -1.981 5.096 3.141 0.0 0.0 0.4
H -3.221 3.844 2.798 -0.1 0.6 -0.9
H -1.359 3.561 1.849 1.0 -0.8 -1.0
C -5.045 1.115 -0.536 0.3 1.0 0.2
C -4.501 1.483 0.864 -1.6 0.4 -1.1
O -3.111 1.186 0.897 -1.2 -1.2 0.9
H -4.517 1.686 -1.300 0.6 -0.5 -0.1
H -6.073 1.378 -0.782 -0.3 -0.2 0.8
H -4.906 0.034 -0.566 0.0 0.0 -0.8
H -5.167 0.889 1.489 0.8 -0.3 1.0
H -4.641 2.516 1.183 -0.1 0.1 -0.3
H -2.753 1.881 0.338 1.0 0.4 -0.3
```
Forces are in eV/Å.


Record 3
# C14H54N2O12

A cluster of 12 separate species, C14H54N2O12 in total (ωB97M-V with the def2-TZVPD basis set, the Open Molecules 2025 dataset).

Values from the calculation:
orbital gap: 9.390 eV
SMILES: COC[C@H](C)N.COC[C@H](C)N.CCO.CCO.CCO.O.O.O.O.O.O.O
E_tot: -1578.114664 a.u.
lowest unoccupied orbital energy: 0.265 eV

```
82
Properties=species:S:1:pos:R:3:forces:R:3
C -2.752 3.699 1.755 0.7 0.0 -0.4
O -1.664 4.111 0.873 -0.9 -0.7 1.6
C -0.572 4.502 1.684 1.8 0.4 -0.5
C 0.573 5.021 0.771 -1.4 1.0 -0.3
C 0.025 6.223 -0.014 0.0 0.8 0.2
N 1.004 4.027 -0.202 0.3 0.5 0.6
H -2.412 2.952 2.473 0.4 0.2 0.3
H -3.541 3.156 1.235 0.0 0.6 -0.6
H -3.076 4.616 2.247 -0.5 -0.3 0.2
H -0.776 5.305 2.393 -0.7 0.2 0.0
H -0.175 3.679 2.278 -0.2 -0.4 0.0
H 1.340 5.430 1.430 0.4 -0.5 -0.1
H 0.733 6.694 -0.696 0.2 -0.6 -0.2
H -0.211 7.062 0.639 -0.3 -0.1 0.4
H -0.892 5.979 -0.550 0.2 -0.1 -0.1
H 0.124 3.777 -0.629 0.1 -0.6 -0.5
H 1.362 3.238 0.318 -0.1 -0.4 -0.1
C -1.070 -4.238 4.864 1.2 0.7 -0.8
O -0.680 -4.672 3.551 -1.1 -1.0 0.9
C -1.426 -4.019 2.518 1.5 1.0 0.4
C -0.975 -4.557 1.149 -0.4 -0.3 1.2
C -1.141 -3.554 0.023 -0.1 -0.7 0.6
N -1.788 -5.738 0.894 -0.2 -0.5 -0.4
H -2.040 -4.553 5.249 -0.1 -0.4 -0.3
H -1.050 -3.148 4.867 -0.3 0.4 0.0
H -0.254 -4.479 5.546 -0.2 -0.6 0.0
H -2.500 -4.029 2.704 -0.2 -0.5 -0.2
H -1.087 -2.993 2.661 -0.3 0.6 -0.6
H 0.067 -4.843 1.295 0.3 0.3 -0.1
H -0.969 -4.064 -0.925 0.2 0.1 -0.1
H -0.419 -2.754 0.183 -0.3 0.3 -0.3
H -2.191 -3.264 0.051 0.1 0.5 -0.2
H -1.392 -6.254 0.122 0.0 0.0 -0.4
H -1.696 -6.384 1.664 -0.1 0.0 0.4
C 4.400 -1.304 -1.330 -0.9 0.7 -0.7
C 3.603 -2.028 -2.410 0.3 -1.1 0.3
O 2.486 -2.645 -1.765 0.2 0.4 0.8
H 4.626 -1.989 -0.513 0.1 0.1 -0.1
H 3.731 -0.521 -0.976 0.2 0.0 0.5
H 5.289 -0.797 -1.705 0.1 -0.3 -0.1
H 4.229 -2.838 -2.784 0.1 -0.1 -0.4
H 3.267 -1.432 -3.258 0.2 0.4 0.2
H 1.766 -2.850 -2.367 0.0 -0.3 -0.5
C 0.176 0.206 -1.264 -0.9 -0.4 -0.2
C -0.775 0.400 -0.065 0.9 0.1 -0.9
O -0.102 0.001 1.130 0.2 0.2 -1.0
H -0.373 0.523 -2.151 0.0 0.5 -0.1
H 0.368 -0.836 -1.522 0.3 -0.2 0.6
H 1.123 0.740 -1.193 -0.1 0.0 0.2
H -1.707 -0.139 -0.237 0.1 -0.4 0.2
H -1.051 1.454 -0.075 0.0 0.3 0.5
H -0.677 0.038 1.898 -0.7 -0.3 0.5
C 0.260 -1.406 -4.665 -0.3 0.0 0.5
C -0.331 -2.706 -4.049 -0.3 0.6 -1.2
O 0.691 -3.620 -3.688 0.0 0.2 0.2
H 0.307 -1.473 -5.751 0.0 0.0 0.0
H 1.260 -1.179 -4.295 0.1 -0.3 0.1
H -0.326 -0.525 -4.405 -0.3 -0.1 -0.1
H -0.896 -3.211 -4.832 -0.4 0.2 0.0
H -1.039 -2.545 -3.236 0.5 0.1 0.3
H 1.126 -3.749 -4.534 0.5 -0.5 0.1
O 1.542 1.581 2.606 0.2 0.7 0.7
H 0.926 1.106 2.049 -0.3 -0.6 -0.7
H 2.272 1.798 2.026 0.3 -0.1 0.1
O -2.146 4.029 -1.710 -0.2 -0.3 -1.2
H -2.077 4.009 -0.756 0.1 0.0 0.7
H -2.338 4.943 -1.919 0.0 0.2 -0.1
O -1.450 -0.029 3.424 -0.5 -0.5 -0.4
H -1.260 0.626 4.095 0.4 0.7 0.7
H -2.233 -0.478 3.742 -0.2 -0.3 -0.2
O 2.398 -1.528 0.936 0.2 0.1 0.6
H 1.535 -1.130 0.826 -0.4 0.2 0.1
H 2.509 -2.078 0.160 -0.1 -0.3 -0.5
O 2.490 1.473 -3.991 0.2 -0.2 -0.2
H 2.634 2.002 -3.207 0.1 0.2 0.2
H 1.553 1.557 -4.168 -0.2 0.0 -0.1
O -0.070 1.647 4.980 -0.6 0.2 0.3
H 0.272 1.205 5.756 0.1 -0.1 0.3
H 0.498 1.356 4.267 0.8 0.2 -0.5
O -2.560 1.850 -3.946 -0.1 -0.4 -0.3
H -1.630 1.958 -4.148 0.2 0.1 0.0
H -2.777 2.609 -3.403 0.0 0.3 0.4
```
Forces are in eV/Å.